1.
Below is a structure of composition C3HCoFO2 in a non-equilibrium geometry, with properties calculated with ωB97M-V/def2-TZVPD.

Results
2S+1 = 5
HOMO-LUMO gap (spin up / spin down) = 11.12 / 10.38 eV
HOMO level (spin up / spin down) = -1.0189 / -1.1074 hartree
Charge = +3
Expectation value of S² = 6.012
Largest force on an atom = 7.6 eV/Å
Lowest unoccupied orbital energy (spin up / spin down) = -16.61 / -19.75 eV

Structure (XYZ):
```
8
Properties=species:S:1:pos:R:3:lowdin_spin:R:1
H -1.53 -0.89 1.23 0.005
O 0.47 -0.98 0.45 0.056
O 0.36 0.90 -0.51 0.021
C -0.87 -0.68 0.37 0.432
C -0.91 0.52 -0.22 0.249
C 1.17 -0.06 -0.15 0.188
F -1.85 1.22 -0.75 0.129
Co 3.16 -0.04 -0.41 2.920
```

---

2.
Below is a cluster of 2 separate species, C3H9NO3 in total in a non-equilibrium geometry, with properties calculated with ωB97M-V/def2-TZVPD.

Results
HOMO-LUMO gap = 10.60 eV
HOMO level = -0.3674 hartree
SMILES string = CC(=O)NCO.O
Largest force on an atom = 2.0 eV/Å
Lowest unoccupied orbital energy = 0.60 eV

Structure (XYZ):
```
16
Properties=species:S:1:pos:R:3:nbo_charge:R:1
C -0.51 1.24 -1.73 -0.716
C -1.25 0.87 -0.47 0.685
O -2.43 1.07 -0.33 -0.592
N -0.62 0.06 0.48 -0.655
C 0.78 0.20 0.79 0.074
O 1.15 1.48 1.36 -0.738
H -0.34 2.32 -1.69 0.247
H -1.13 0.99 -2.58 0.250
H 0.47 0.77 -1.80 0.217
H -1.14 -0.31 1.25 0.403
H 1.41 0.08 -0.09 0.177
H 1.10 -0.45 1.60 0.184
H 0.39 1.80 1.88 0.465
O 2.03 -3.92 -0.21 -0.943
H 1.16 -3.65 -0.48 0.472
H 2.09 -4.85 -0.20 0.471
```

---

3.
Below is a structure of composition CH8F7KN2O15S5 in a non-equilibrium geometry, with properties calculated with ωB97M-V/def2-TZVPD.

Results
HOMO-LUMO gap = 8.15 eV
HOMO level = -0.1703 hartree
Charge = -2
Largest force on an atom = 7.0 eV/Å
Lowest unoccupied orbital energy = 3.52 eV

Structure (XYZ):
```
39
Properties=species:S:1:pos:R:3:nbo_charge:R:1
K -0.69 -0.01 0.84 0.925
N 1.29 0.08 2.78 -1.156
S 2.73 -0.37 2.50 2.439
O 2.86 -1.31 1.43 -0.902
O 3.65 -0.36 3.61 -0.919
F 3.13 1.03 1.79 -0.517
S 0.78 -1.46 3.41 2.383
O 1.30 -1.90 4.68 -0.881
O 0.34 -2.40 2.42 -0.885
F -0.64 -0.87 3.87 -0.522
N 0.77 1.92 -0.82 -1.154
S 1.79 1.46 -1.94 2.416
O 3.20 1.69 -1.73 -0.895
O 1.27 1.45 -3.28 -0.890
F 1.65 -0.11 -1.52 -0.521
S 1.19 3.57 -1.08 2.375
O 1.19 4.13 -2.41 -0.880
O 2.16 4.04 -0.15 -0.890
F -0.18 4.20 -0.49 -0.511
C -0.06 -3.29 -3.02 0.725
F 0.52 -3.01 -4.18 -0.313
F -0.50 -4.55 -2.96 -0.327
F 0.79 -3.14 -2.01 -0.313
S -1.55 -2.10 -2.83 2.295
O -1.47 -1.62 -1.45 -1.066
O -1.38 -1.09 -3.86 -0.962
O -2.75 -2.91 -3.05 -1.007
O -1.75 1.40 -1.66 -0.987
H -1.85 0.45 -1.76 0.482
H -0.81 1.54 -1.51 0.476
O -2.70 0.89 2.39 -0.939
H -3.29 0.48 3.03 0.472
H -3.22 1.60 1.99 0.478
O 0.49 2.45 1.99 -0.959
H 0.88 1.62 2.28 0.471
H 0.46 2.38 1.03 0.463
O -2.89 -1.99 0.80 -0.967
H -3.82 -1.91 1.04 0.453
H -2.87 -1.98 -0.17 0.510
```

---

4.
Below is an isolated molecule of C4H5NO in a non-equilibrium geometry, with properties calculated with ωB97M-V/def2-TZVPD.

Results
HOMO-LUMO gap = 9.02 eV
HOMO level = -0.3079 hartree
Largest force on an atom = 5.7 eV/Å
Lowest unoccupied orbital energy = 0.64 eV

Structure (XYZ):
```
11
Properties=species:S:1:pos:R:3:nbo_charge:R:1
C -0.56 -2.06 0.59 -0.140
C -0.66 -0.82 0.89 0.325
C -0.35 -1.38 -1.65 0.052
C 0.30 1.33 0.52 -0.425
N -0.73 0.31 0.48 -0.300
O -0.46 -2.36 -0.82 -0.439
H -0.78 -2.85 1.14 0.202
H -0.20 -1.84 -2.70 0.092
H -0.02 1.82 -0.48 0.224
H 0.12 1.96 1.29 0.212
H 1.28 1.00 0.43 0.196
```

---

5.
Below is the ion C4H8ClN2 with charge +1 in a non-equilibrium geometry, with properties calculated with ωB97M-V/def2-TZVPD.

Results
HOMO-LUMO gap = 11.00 eV
HOMO level = -0.5532 hartree
SMILES string = C[C@@H]1NC(=[NH2+])[C@H]1Cl
Charge = +1
Largest force on an atom = 3.8 eV/Å
Lowest unoccupied orbital energy = -4.05 eV

Structure (XYZ):
```
15
Properties=species:S:1:pos:R:3:nbo_charge:R:1
C 1.02 -0.96 -1.39 -0.645
C 0.02 -0.99 -0.31 -0.022
N -1.04 0.05 -0.43 -0.518
C -0.58 0.80 0.63 0.561
N -0.94 1.95 1.15 -0.707
C 0.42 -0.20 1.03 -0.316
Cl -0.08 -0.90 2.50 0.071
H 1.54 0.10 -1.64 0.224
H 0.54 -1.09 -2.37 0.241
H 1.74 -1.72 -1.19 0.250
H -0.38 -1.96 -0.26 0.230
H -1.50 0.17 -1.34 0.445
H -0.62 2.32 2.05 0.465
H -1.63 2.46 0.52 0.444
H 1.48 -0.04 1.07 0.276
```

---

6.
Below is a cluster of 4 separate species, C25H40F3N2O14S2 in total, with properties calculated with ωB97M-V/def2-TZVPD.

Results
HOMO-LUMO gap = 8.12 eV
HOMO level = -0.4201 hartree
Charge = +1
Largest force on an atom = 0.5 eV/Å
Lowest unoccupied orbital energy = -3.31 eV

Structure (XYZ):
```
86
Properties=species:S:1:pos:R:3:mulliken_charge:R:1
C -6.49 1.74 -2.93 -1.613
C -4.97 1.80 -3.00 0.644
C -4.32 2.13 -1.66 -0.968
O -3.52 1.02 -1.20 -0.249
C -2.29 1.31 -0.73 0.380
O -1.56 2.13 -1.17 -0.522
C -1.98 0.42 0.47 -0.444
S -0.28 0.65 1.05 0.133
C 0.48 -0.98 1.18 -0.170
O 1.16 -1.27 -0.03 -0.262
C 1.61 -2.61 -0.13 -0.046
C 0.43 -3.53 -0.38 -0.028
C 0.70 -5.01 -0.13 -0.898
N 1.76 -5.51 -0.99 -0.605
N -0.78 -2.99 0.39 0.003
C -0.47 -2.13 1.59 -0.645
C 0.02 -2.99 2.78 0.527
F -0.49 -2.46 3.89 -0.230
F 1.35 -3.00 2.92 -0.242
F -0.40 -4.26 2.66 -0.300
O -4.56 2.87 -3.88 -0.350
C -4.93 2.80 -5.19 0.330
O -5.55 3.67 -5.70 -0.469
C -4.40 1.60 -5.96 -0.465
S -5.72 0.36 -6.15 -0.194
H -6.90 2.74 -2.85 0.382
H -6.78 1.17 -2.04 0.508
H -6.92 1.22 -3.78 0.304
H -4.56 0.86 -3.37 0.319
H -5.08 2.30 -0.89 0.364
H -3.71 3.02 -1.77 0.478
H -2.66 0.71 1.27 0.456
H -2.24 -0.61 0.22 0.195
H 1.21 -0.84 1.98 0.358
H 2.20 -2.92 0.73 0.318
H 2.26 -2.69 -1.00 -0.207
H 0.14 -3.43 -1.43 0.460
H 1.01 -5.17 0.90 0.422
H -0.21 -5.58 -0.34 0.357
H 1.78 -5.05 -1.89 0.269
H 2.68 -5.33 -0.59 0.320
H -1.42 -3.75 0.65 0.458
H -1.28 -2.38 -0.25 0.520
H -1.41 -1.72 1.93 0.591
H -3.55 1.15 -5.45 0.340
H -4.10 1.95 -6.94 0.403
H -4.93 -0.59 -6.67 0.132
C 2.54 -1.03 -5.82 -1.432
C 3.62 -1.26 -4.80 0.445
C 4.73 -2.20 -5.21 -0.529
O 5.12 -2.79 -3.96 -0.361
C 4.07 -2.73 -3.13 0.634
O 4.00 -3.30 -2.08 -0.550
O 3.10 -1.95 -3.63 -0.277
H 1.83 -0.28 -5.48 0.348
H 2.99 -0.68 -6.75 0.390
H 2.00 -1.96 -6.01 0.352
H 4.04 -0.31 -4.45 0.266
H 5.59 -1.72 -5.67 0.307
H 4.37 -3.00 -5.87 0.317
C 0.51 -0.77 6.33 -1.269
C 0.68 0.70 6.61 0.653
C 1.66 1.06 7.72 -0.460
O 1.10 2.26 8.24 -0.333
C -0.23 2.25 8.00 0.627
O -1.02 3.00 8.47 -0.523
O -0.54 1.26 7.13 -0.362
H -0.17 -0.90 5.48 0.191
H 1.47 -1.22 6.09 0.395
H 0.07 -1.27 7.19 0.380
H 0.93 1.25 5.70 0.079
H 2.67 1.24 7.37 0.332
H 1.67 0.30 8.51 0.297
C 2.27 5.76 1.86 -1.465
C 2.93 4.42 1.70 0.445
C 2.08 3.36 1.03 -0.480
O 2.57 2.15 1.64 -0.189
C 3.07 2.48 2.86 0.616
O 3.35 1.68 3.69 -0.554
O 3.18 3.81 2.98 -0.342
H 2.97 6.49 2.27 0.380
H 1.92 6.13 0.90 0.367
H 1.42 5.69 2.55 0.354
H 3.89 4.52 1.19 0.292
H 2.19 3.30 -0.05 0.334
H 1.02 3.47 1.28 0.262
```

---

7.
Below is a structure of composition C12H70N2O23 in a non-equilibrium geometry, with properties calculated with ωB97M-V/def2-TZVPD.

Results
HOMO-LUMO gap = 8.48 eV
HOMO level = -0.4854 hartree
Charge = +2
Largest force on an atom = 10.9 eV/Å
Lowest unoccupied orbital energy = -4.73 eV

Structure (XYZ):
```
107
Properties=species:S:1:pos:R:3:mulliken_charge:R:1
C 41.43 56.77 32.69 0.557
O 42.25 55.98 31.84 0.564
C 42.86 54.95 32.55 -1.912
C 43.52 54.03 31.36 0.012
N 44.08 52.77 31.89 0.514
H 43.59 52.41 32.75 0.373
H 44.24 51.87 31.25 0.581
C 45.45 53.01 32.46 -0.914
C 46.14 51.78 33.02 -0.608
O 47.30 52.27 33.38 0.229
C 48.25 51.16 33.69 -1.061
H 40.79 56.20 33.35 0.441
H 41.03 57.75 32.19 -1.319
H 42.21 57.22 33.39 -0.009
H 42.07 54.55 33.07 0.914
H 43.42 55.24 33.21 1.230
H 44.34 54.49 30.80 0.154
H 42.72 53.93 30.66 -0.145
H 45.26 53.66 33.33 -0.059
H 46.07 53.26 31.56 0.342
H 46.07 50.93 32.32 0.447
H 45.52 51.58 33.88 0.177
H 47.87 50.45 34.51 0.201
H 49.03 51.62 34.21 0.328
H 48.51 50.63 32.91 0.563
C 44.24 59.18 34.56 -0.710
O 44.47 57.91 35.10 -0.156
C 45.90 57.62 35.17 -1.778
C 46.20 56.23 35.40 0.269
N 47.63 55.97 35.45 -0.070
H 47.93 56.22 34.54 0.517
H 48.04 56.83 35.88 0.477
C 48.06 54.48 35.81 -0.135
C 49.58 54.29 36.09 -0.702
O 49.92 52.99 36.28 -0.312
C 51.25 52.58 36.48 -0.769
H 44.32 59.22 33.29 0.110
H 44.80 59.91 35.19 0.403
H 43.15 59.49 34.68 0.249
H 46.47 58.23 35.79 0.627
H 46.31 57.83 34.30 0.777
H 45.42 55.64 34.74 -0.673
H 45.83 55.87 36.56 0.474
H 47.70 53.84 34.77 0.029
H 47.48 54.22 36.70 0.482
H 49.90 54.94 36.95 0.432
H 49.88 54.80 35.17 0.336
H 51.30 51.48 36.79 0.228
H 51.65 53.14 37.32 0.392
H 51.93 52.59 35.60 0.309
O 45.02 48.21 30.98 -0.642
H 45.83 48.21 30.71 0.266
H 45.17 48.21 31.94 0.395
O 43.94 55.26 28.32 -0.499
H 44.72 54.72 28.25 0.341
H 43.42 54.47 28.16 0.141
O 42.86 51.43 34.03 -0.611
H 43.26 50.93 34.78 0.279
H 42.01 51.02 33.92 0.280
O 45.71 48.61 33.72 -0.661
H 46.60 48.30 33.60 0.312
H 45.40 48.92 34.61 0.285
O 41.63 52.88 28.10 -0.609
H 41.50 53.66 27.45 0.369
H 42.49 52.73 27.96 0.253
O 38.74 55.52 30.68 -0.705
H 38.58 55.67 31.61 0.382
H 39.62 54.98 30.78 0.509
O 40.11 53.21 30.37 -0.780
H 39.27 53.24 29.68 0.348
H 40.80 53.03 29.67 0.346
O 42.83 56.39 36.59 -0.717
H 41.96 56.24 35.94 0.384
H 43.12 57.18 36.26 0.376
O 43.10 58.84 31.53 -0.627
H 43.92 59.33 31.25 0.286
H 43.41 58.02 31.21 0.236
O 38.04 55.57 33.73 -0.616
H 38.24 55.62 34.70 0.299
H 37.08 55.69 33.59 0.290
O 39.55 57.26 29.58 -0.643
H 39.30 58.07 30.11 0.281
H 39.64 56.63 30.22 0.255
O 40.79 59.75 32.66 -0.614
H 40.41 59.36 31.89 0.334
H 41.59 59.38 32.42 0.370
O 45.98 56.76 31.25 -0.525
H 45.09 56.82 30.71 0.332
H 46.55 57.56 31.02 0.301
O 49.39 53.59 31.62 -0.701
H 49.08 53.06 30.69 0.367
H 48.67 53.28 32.26 0.232
O 44.01 50.58 30.28 -0.698
H 43.07 50.26 30.31 0.309
H 44.71 49.85 30.35 0.320
O 43.73 56.98 29.62 -0.815
H 43.04 57.44 29.10 0.338
H 43.56 56.10 29.20 0.180
O 40.23 56.89 35.93 -0.637
H 40.11 57.88 36.05 0.317
H 40.20 56.52 36.83 0.340
O 43.99 49.89 35.78 -0.655
H 43.26 49.37 36.19 0.319
H 44.25 50.32 36.53 0.284
O 47.16 55.39 32.39 -0.562
H 47.84 55.44 31.85 0.227
H 46.66 56.33 32.27 0.427
```

---

8.
Below is a cluster of 2 separate species, C13H19BO in total in a non-equilibrium geometry, with properties calculated with ωB97M-V/def2-TZVPD.

Results
HOMO-LUMO gap = 8.30 eV
HOMO level = -0.2880 hartree
SMILES string = C1=CC/C(=C\C2CCCC2)C=C1.CB=O
Largest force on an atom = 4.3 eV/Å
Lowest unoccupied orbital energy = 0.47 eV

Structure (XYZ):
```
34
Properties=species:S:1:pos:R:3:nbo_charge:R:1
C -3.30 -0.86 -2.03 -0.235
C -2.81 0.38 -1.85 -0.138
C -1.67 0.89 -1.07 -0.482
C -0.94 -0.37 -0.47 -0.026
C 0.34 -0.35 -0.06 -0.154
C 1.29 0.79 0.01 -0.290
C 2.44 0.46 1.04 -0.379
C 3.50 -0.19 0.08 -0.418
C 3.22 0.40 -1.26 -0.409
C 1.92 1.17 -1.23 -0.395
C -1.68 -1.64 -0.44 -0.205
C -2.83 -1.85 -1.10 -0.224
H -4.11 -1.09 -2.60 0.207
H -3.02 1.07 -2.58 0.186
H -0.94 1.42 -1.71 0.230
H -2.14 1.55 -0.43 0.229
H 0.81 -1.27 0.18 0.194
H 0.73 1.71 0.28 0.213
H 2.15 -0.19 1.81 0.210
H 2.80 1.43 1.60 0.202
H 3.46 -1.27 0.20 0.207
H 4.45 0.13 0.41 0.214
H 4.00 1.03 -1.69 0.205
H 3.13 -0.46 -1.88 0.204
H 2.29 2.19 -1.19 0.205
H 1.38 0.90 -2.10 0.219
H -1.38 -2.47 0.23 0.219
H -3.40 -2.81 -1.25 0.213
C -1.79 0.29 2.95 -1.077
B -1.21 -0.91 3.76 1.096
O -0.73 -1.93 4.25 -0.827
H -2.81 0.08 2.50 0.273
H -1.08 0.43 2.20 0.262
H -2.08 1.33 3.43 0.271
```

---

9.
Below is a cluster of 2 separate species, C6H13NO2 in total in a non-equilibrium geometry, with properties calculated with ωB97M-V/def2-TZVPD.

Results
HOMO-LUMO gap = 9.62 eV
HOMO level = -0.3350 hartree
SMILES string = C/C=C/C[C@H](N)C=O.O
Largest force on an atom = 4.1 eV/Å
Lowest unoccupied orbital energy = 0.51 eV

Structure (XYZ):
```
22
Properties=species:S:1:pos:R:3:nbo_charge:R:1
C 1.07 -0.97 -3.28 -0.643
C 0.41 -0.32 -2.07 -0.188
C -0.33 -0.98 -1.10 -0.205
C -1.09 -0.47 0.10 -0.475
C -0.50 0.79 0.61 -0.186
N 0.97 0.93 0.77 -0.856
C -1.12 1.38 1.92 0.458
O -1.81 2.36 1.78 -0.519
H 1.09 -2.09 -3.26 0.215
H 0.65 -0.78 -4.32 0.227
H 2.04 -0.62 -3.19 0.211
H 0.61 0.77 -1.98 0.188
H -0.54 -2.08 -1.16 0.209
H -2.15 -0.31 -0.16 0.231
H -1.37 -1.22 0.83 0.218
H -1.13 1.38 -0.12 0.227
H 1.27 1.19 -0.19 0.370
H 1.37 -0.05 1.14 0.376
H -0.96 0.76 2.80 0.118
O 1.52 -1.96 1.38 -0.903
H 2.54 -1.70 1.39 0.463
H 1.49 -1.59 0.50 0.466
```

---

10.
Below is an isolated molecule of C4H3I in a non-equilibrium geometry, with properties calculated with ωB97M-V/def2-TZVPD.

Results
HOMO-LUMO gap = 8.74 eV
HOMO level = -0.3250 hartree
SMILES string = C#C/C=C/I
Largest force on an atom = 4.5 eV/Å
Lowest unoccupied orbital energy = -0.10 eV

Structure (XYZ):
```
8
Properties=species:S:1:pos:R:3:nbo_charge:R:1
C 0.66 1.21 -1.06 -0.179
C 0.78 0.14 -0.42 -0.042
C -0.03 -0.61 0.50 -0.317
C -0.38 0.04 1.64 -0.330
I -1.37 -1.04 3.16 0.146
H 1.14 2.01 -1.55 0.223
H -0.34 -1.54 0.06 0.242
H -0.22 1.22 1.78 0.256
```

---

11.
Below is a structure of composition C12H23BiClINO3P in a non-equilibrium geometry, with properties calculated with ωB97M-V/def2-TZVPD.

Results
HOMO-LUMO gap (spin up / spin down) = 4.23 / 4.23 eV
HOMO level (spin up / spin down) = -0.5327 / -0.5327 hartree
Charge = +2
Largest force on an atom = 6.1 eV/Å
Lowest unoccupied orbital energy (spin up / spin down) = -10.27 / -10.27 eV

Structure (XYZ):
```
43
Properties=species:S:1:pos:R:3:nbo_charge:R:1
C 0.53 -5.01 -1.60 -0.764
C -0.08 -3.66 -1.54 0.639
H 0.17 -5.58 -2.47 0.322
H 0.29 -5.58 -0.67 0.302
H 1.63 -4.91 -1.65 0.299
O -0.94 -3.14 -2.20 -0.311
I 1.48 -2.79 3.13 0.015
Bi 0.82 -2.36 0.42 1.040
P -1.53 -1.12 1.19 1.093
C -2.61 0.06 0.30 -0.973
C -2.65 -2.52 1.57 -0.969
H -0.58 -0.81 3.41 0.263
H -2.24 -0.15 3.28 0.279
H -0.86 0.74 2.57 0.279
C -1.28 -0.25 2.77 -0.961
H -2.13 -3.29 2.15 0.260
H -3.51 -2.14 2.14 0.287
H -3.37 0.44 1.00 0.285
H -3.11 -0.44 -0.54 0.265
H -3.01 -2.96 0.63 0.261
H -2.00 0.90 -0.07 0.325
C -0.36 -0.57 -1.64 0.476
O -0.78 -0.30 -2.67 -0.461
Cl 2.40 -0.50 -0.21 -0.308
O -0.28 1.75 -0.86 -0.719
C 0.59 2.63 -0.87 0.728
C 0.59 3.76 0.14 -0.510
C 1.95 3.95 0.81 -0.399
C 2.86 4.89 0.00 -0.399
C 3.45 4.22 -1.23 -0.408
C 2.40 3.76 -2.23 -0.228
N 1.60 2.62 -1.79 -0.610
H 0.27 4.69 -0.36 0.246
H -0.16 3.51 0.90 0.231
H 1.80 4.38 1.81 0.229
H 2.45 2.98 0.94 0.198
H 2.27 5.76 -0.31 0.204
H 3.67 5.25 0.64 0.229
H 4.11 4.93 -1.74 0.233
H 4.07 3.36 -0.93 0.203
H 1.74 4.61 -2.48 0.203
H 2.90 3.45 -3.15 0.226
H 1.56 1.83 -2.42 0.399
```